67
Properties=species:S:1:pos:R:3:lowdin_spin:R:1 method="wB97M-V/def2-TZVPD" multiplicity=4 total_charge=+2 s_squared=3.85 max_force_ev_per_a=1.30 lumo_ev="-7.161 / -8.130" e_above_lowest_kcal_mol=12.71 gap_ev="7.11 / 6.23"
H -4.85120 -1.12424 -4.99948 0.00
Cl -3.70230 5.85079 0.27036 0.00
C 0.84198 1.88346 -1.84369 0.00
C 2.17273 -0.36219 1.51900 0.00
C 2.51692 0.13005 -1.74912 0.00
C 1.08954 2.04412 -3.19368 0.00
C 2.22377 -3.59047 -0.76075 0.00
H 3.51825 -0.28785 -3.59584 0.00
C -2.82550 5.54218 1.72967 0.00
C -0.83184 2.08415 6.44776 0.00
C 1.56191 -3.01584 -3.00935 0.00
C -0.55899 0.46925 0.78927 0.00
H -1.91560 0.29193 -2.22985 0.00
O -1.17212 4.30257 0.50186 -0.01
Cl -3.34929 3.91995 2.46475 0.00
Cl -1.39918 0.42516 6.65143 0.00
H 2.94084 -4.02382 -0.07606 0.00
C 0.35783 -2.51528 -2.54057 0.00
C 1.55966 0.92158 -1.12344 0.00
H -0.37332 -2.11740 -3.23182 0.00
H -4.92567 -3.30002 -3.83528 0.00
C 2.76735 0.31410 -3.10217 0.00
H 0.11739 2.51684 -1.34274 0.00
Cl 0.79809 2.28640 7.07330 0.00
H 1.76913 -3.00247 -4.07084 0.00
H -3.34996 0.66526 -4.20460 0.00
P 1.18229 0.81679 0.62386 -0.01
Cl -1.95000 3.23589 7.16922 0.00
C 4.34273 -1.17506 2.14359 0.00
C -2.61424 -1.73037 -1.93544 0.00
N -2.69203 -0.11221 0.79316 0.01
H 1.90607 -2.73702 3.91166 0.00
C -0.79374 2.36074 5.00464 0.02
C 2.36216 -2.06739 3.19455 0.00
H 2.26181 1.40660 -4.87236 0.00
C 3.56224 -0.31864 1.38469 0.00
N -0.76575 2.57188 3.88313 -0.01
C -1.38279 5.06348 1.49537 0.00
O -0.58440 5.07606 2.48180 -0.01
H 4.35621 -2.71753 3.63105 0.00
C -3.37210 -0.28772 -3.69335 0.00
N -1.30772 1.40275 1.41179 -0.01
N -2.58107 1.02551 1.41371 0.00
C -1.46433 -0.48885 0.36002 0.02
H -3.49915 -3.69439 -1.86274 0.00
H 0.49299 -1.21890 2.56107 0.00
C 2.05846 1.26428 -3.81919 0.00
Mn -0.87197 3.19905 2.09225 2.12
Cl -2.96767 6.81681 2.88819 0.00
H 3.05006 -0.63107 -1.19722 0.00
P -1.50566 -2.01729 -0.56645 0.06
C 0.09587 -2.54797 -1.17080 0.03
H 0.79014 -3.16991 0.77405 0.00
C 3.74244 -2.05189 3.03874 0.00
C 2.48917 -3.55092 -2.12453 0.00
Se -2.23205 -3.54289 0.82006 0.84
H 5.41980 -1.15014 2.04911 0.00
Se 1.41210 2.81827 1.55856 -0.10
C -4.26122 -2.52104 -3.48778 0.00
C 1.02036 -3.10246 -0.28046 0.01
H 0.54538 2.79082 -3.75606 0.00
C -2.56816 -0.49689 -2.58742 0.00
C 1.57035 -1.21847 2.43864 0.00
H 3.41867 -3.95741 -2.50160 0.00
H 4.03018 0.39100 0.71390 0.00
C -4.21714 -1.29731 -4.14027 0.00
C -3.45875 -2.74442 -2.37925 0.00

---

67
Properties=species:S:1:pos:R:3:lowdin_spin:R:1 method="wB97M-V/def2-TZVPD" multiplicity=3 total_charge=-2 s_squared=2.03 max_force_ev_per_a=0.68 lumo_ev="3.554 / 3.508" e_above_lowest_kcal_mol=0.87 gap_ev="4.75 / 5.50"
C -0.28690 0.27778 -3.28966 0.01
H -0.86940 -4.49740 7.31143 0.00
H 5.90829 1.18876 -0.54488 0.02
H 0.62002 -4.36994 1.31731 0.00
H 2.75922 -2.04967 4.50975 0.00
H 4.89121 3.85616 -5.86943 0.00
C 0.02747 -2.52199 4.52168 0.00
C 6.12432 3.32373 -4.13060 0.00
C 0.35592 -4.84093 0.36892 0.00
C 0.83295 -1.70478 3.61231 0.06
H 7.08518 3.71376 -4.43693 0.00
N -0.62430 1.10752 -2.29518 0.01
H -0.90260 -4.39593 -1.39146 0.00
Sb -3.94771 -1.75308 -0.79909 0.00
S 0.66826 -3.10898 6.01849 0.01
Ti -0.08321 0.53993 -0.16694 0.99
H 0.67632 -0.20960 -3.21742 0.00
C 0.18458 -1.02834 2.56476 0.00
Se -2.34091 -0.01804 0.37080 -0.04
C 4.23509 0.45008 0.56591 0.02
C -1.82235 1.70420 -2.33727 0.01
N 0.33203 -1.60174 -0.89930 0.01
H 4.91516 -1.12705 3.53513 0.00
H -0.11778 -5.79748 0.58598 0.00
S 3.65556 2.69634 -4.10870 0.02
C -0.62056 -3.97398 -0.42749 0.00
C 5.89280 2.67094 -2.88926 0.03
C 1.04777 2.82285 3.71811 0.00
C -1.13961 0.01873 -4.33865 0.00
H -0.89514 -1.04367 2.47829 0.00
C -0.10327 -2.64387 -0.68858 0.01
C 2.18690 -0.30572 1.66075 0.05
C 2.21252 -1.57581 3.70062 0.00
C 4.59293 2.27080 -2.71409 0.00
C 2.83033 0.31092 0.58044 0.10
N 0.81820 -0.35834 1.62535 0.06
C -0.08011 2.69523 1.75743 0.01
C 5.00419 3.41207 -4.89409 0.02
Se -2.75909 -2.57253 -2.76602 0.00
Se -4.17459 -3.41024 0.97783 0.00
C -1.71860 -3.76842 5.41983 0.00
H -3.12120 0.28867 -5.11201 0.00
N 1.97496 2.80444 4.41326 0.00
N -0.17023 2.56410 0.59058 0.03
C -0.78614 -3.93758 6.39412 0.02
C 2.91685 -0.87220 2.73094 0.05
C 4.96275 -0.08995 1.68858 0.03
C 2.64745 1.40184 -1.46529 0.04
C -2.40929 0.56683 -4.34825 0.00
C 4.01102 1.58154 -1.56951 0.09
H -2.70627 -4.20540 5.44866 0.00
H -3.73684 1.87081 -3.27655 0.00
H 1.98757 1.79216 -2.23411 0.00
C -2.74473 1.44743 -3.33715 0.00
H -1.57129 -3.84053 0.11210 0.00
H 6.65820 2.51747 -2.14292 0.00
Br -0.59741 -1.17689 -5.69358 0.00
C -1.25629 -2.96107 4.34561 0.02
N 2.03481 0.78010 -0.44987 0.15
H 6.04139 0.02018 1.69096 0.00
C 4.83196 1.08201 -0.51335 0.20
H 1.27425 -5.02579 -0.19065 0.00
C 4.34114 -0.72150 2.70970 -0.02
Se -5.82779 -0.33986 -1.35530 0.00
N -0.07314 2.87574 3.01911 0.00
H -1.86007 -2.75056 3.47018 0.00
H -2.05568 2.35680 -1.50796 0.00

---

66
Properties=species:S:1:pos:R:3:lowdin_spin:R:1 method="wB97M-V/def2-TZVPD" multiplicity=3 total_charge=+1 s_squared=2.02 max_force_ev_per_a=0.93 lumo_ev="-3.547 / -3.608" e_above_lowest_kcal_mol=0.00 gap_ev="6.35 / 6.26"
H 3.53097 3.95018 -2.61008 0.00
C 4.16121 -0.58937 1.13506 0.00
O 0.61904 0.85671 -1.44304 0.06
C -2.42463 1.08899 -2.81394 0.00
C -1.42271 -2.23482 -1.92450 0.00
N -1.81089 -5.05337 -4.42867 0.00
S -3.14310 -0.11041 0.84855 0.05
C 1.64817 2.12600 6.15073 0.00
O -0.96143 -5.82585 -4.03190 0.00
N -0.46853 0.30163 1.89897 -0.02
H 0.10847 5.13532 -0.29315 0.00
H -4.60094 0.84356 2.98543 0.00
C -1.90915 -1.15343 -2.71469 0.00
H 2.20781 5.75916 -1.46467 0.00
N 1.00090 2.13966 -1.40873 0.01
H 1.08234 3.97260 5.20709 0.00
C 0.73006 0.33216 2.38975 0.06
N -3.63873 0.90370 3.25976 0.00
N -1.04104 -1.89873 -0.66229 0.01
Re -1.03982 0.17641 -0.18856 1.64
C 3.79234 -1.27574 -0.01030 0.01
C -1.00895 -4.55640 -1.51924 0.00
C 2.60997 3.73321 -2.08988 0.01
H -0.97874 -5.58645 -1.83437 0.00
C 1.78679 0.75525 5.99664 0.00
H -2.75051 -2.93066 -5.49995 0.00
H -3.39593 1.27982 4.15970 0.00
C -1.40521 -3.54564 -2.41191 0.00
H -2.39665 2.05326 -2.32635 0.00
H 1.59218 -0.91438 4.65915 0.00
H 2.10139 -1.90770 -1.18855 0.00
C 1.87039 4.73125 -1.45007 0.00
C 0.70950 4.39400 -0.80171 0.01
H -0.40179 -4.97071 0.48648 0.00
H 4.52887 -1.72394 -0.66504 0.00
H 3.43158 0.51753 2.83395 0.00
C 0.87798 2.30672 3.87798 0.00
C 1.48252 0.15817 4.77877 0.00
C 1.02384 0.93011 3.72019 0.01
H 2.13261 0.14668 6.82308 0.00
C 2.15158 2.44814 -2.05269 0.00
S -1.19564 2.58610 0.02758 0.06
C -2.97684 -0.30308 -4.68146 0.00
C -2.43193 -1.38718 -3.98186 0.00
C -0.67949 -4.21209 -0.23242 0.00
H -3.40085 1.79397 -4.58142 0.00
N -1.43700 0.71531 2.80196 0.00
H -0.46037 -2.58811 1.17910 0.00
C -0.70527 -2.87896 0.16740 0.01
C 0.25799 3.06802 -0.77388 0.00
C -1.87846 -3.72417 -3.76742 0.00
C -2.97861 0.93139 -4.08501 0.00
C -2.66200 0.56132 2.39614 0.00
H 2.64184 1.60507 -2.51498 0.00
C 1.19658 2.90238 5.08788 0.00
H 1.89148 2.59100 7.09815 0.00
C 1.84771 -0.19690 1.57085 0.01
C 3.17808 -0.03814 1.94206 0.01
N -1.88752 0.07809 -2.13635 0.01
H -3.39552 -0.45122 -5.66997 0.00
H 0.49772 2.89959 3.05274 0.00
C 2.44181 -1.38324 -0.29986 0.00
C -2.38371 -2.72268 -4.50315 0.00
H 5.20515 -0.48429 1.40166 0.00
N 1.49708 -0.86747 0.47768 0.06
O -2.56398 -5.25733 -5.35244 0.00

---

66
Properties=species:S:1:pos:R:3:lowdin_spin:R:1 method="wB97M-V/def2-TZVPD" multiplicity=2 s_squared=0.76 max_force_ev_per_a=0.34 lumo_ev="-1.951 / -2.138" e_above_lowest_kcal_mol=2.64 gap_ev="4.65 / 4.42"
C 5.31001 -2.37617 -3.72811 0.00
H 5.16294 2.38828 3.47554 0.00
C 5.07010 -0.81443 -1.92520 0.00
C 2.88469 -0.17686 3.15967 0.00
C 4.59349 -3.08843 -1.55141 0.00
C 4.86340 0.09829 4.49279 0.00
H -4.81980 1.72952 2.06887 0.00
C 1.63355 -2.42774 3.23846 0.00
H 5.71688 0.69669 4.78958 0.00
H 3.50111 -2.93484 5.01874 0.00
H 1.66994 -2.55223 2.15571 0.00
H -6.30674 2.92391 3.64685 0.00
H -3.95615 -0.38569 -0.45713 0.00
F 4.18297 -4.10857 -0.78641 0.00
C 4.69250 -1.15903 5.04770 0.00
C -3.18523 -0.83927 -1.07236 0.00
O -0.85711 2.25120 1.95265 0.05
H -1.43624 3.75004 3.71391 0.00
H -3.38179 -0.61553 -2.12212 0.00
F 5.62155 -2.65361 -5.00254 0.00
C -2.13814 1.96517 1.86517 0.00
C -3.33567 4.24626 4.59147 0.00
H 2.76961 -1.55360 -2.96001 0.00
H 1.79705 -3.40075 3.69882 0.00
C -0.57002 -1.63437 -2.38374 0.00
C 0.65580 -1.93762 -2.98007 0.01
H 0.69702 -2.63257 -3.80819 0.00
C -4.41396 2.43696 2.77782 0.00
N 0.55812 -0.17533 -0.87155 0.01
O 2.10683 1.38584 1.47468 -0.01
C -5.24048 3.10675 3.66224 0.00
H 6.58128 -1.11925 6.07831 0.00
H -5.35219 4.53354 5.25998 0.00
C 3.61794 -1.93151 4.62607 0.00
C 5.39035 -1.08290 -3.24523 0.00
F 5.77241 -0.09385 -4.06468 0.00
S 4.16250 -1.42702 0.60479 0.02
F 4.82450 -4.64043 -3.31892 0.00
H 2.60658 -0.00793 -0.99337 0.00
N -1.66570 0.53911 0.26916 0.00
H 4.57048 1.83986 1.89580 0.00
C -3.03995 2.67161 2.79785 0.00
C -4.70279 4.01171 4.56910 0.00
F 5.13773 0.47255 -1.53928 0.00
C 4.64977 -1.79275 -1.01666 0.00
C 1.72927 -0.46723 -1.43478 0.01
O 0.77415 -0.22710 1.95682 0.05
H 5.88500 -2.73409 5.88992 0.00
Ru 0.16614 1.07222 0.70348 0.83
C 2.70830 -1.47664 3.68891 0.00
C -2.50314 3.57874 3.70765 0.00
C -0.59598 -0.74317 -1.33766 0.01
H 3.47403 2.64359 3.00413 0.00
H 0.63790 -2.07776 3.50906 0.00
N -2.66469 1.10544 1.01975 0.01
C 1.95908 0.35070 2.17107 0.01
H -3.21595 -1.92327 -0.94901 0.00
C 4.31403 1.95341 2.95009 0.00
H -2.91694 4.94973 5.29861 0.00
H 5.21482 -1.61884 7.07563 0.00
C 1.80759 -1.34567 -2.51630 0.00
C 3.99309 0.61070 3.54193 0.00
C -1.85098 -0.31904 -0.67146 0.00
C 5.65139 -1.68586 6.07666 0.00
C 4.91187 -3.38291 -2.86320 0.00
H -1.48760 -2.07953 -2.73985 0.00

---

64
Properties=species:S:1:pos:R:3:lowdin_spin:R:1 method="wB97M-V/def2-TZVPD" multiplicity=2 s_squared=0.77 max_force_ev_per_a=0.75 lumo_ev="-0.531 / -0.888" gap_ev="7.32 / 6.92"
N 0.11348 -0.19807 1.86133 -0.01
N -0.16758 0.12085 -1.95660 0.02
H 3.39774 1.16126 -1.86384 0.00
C -1.49599 2.19188 1.01894 0.01
O -0.72251 -2.23144 -2.73060 0.00
C -3.19669 2.94124 -2.71698 0.01
C 1.50507 -2.23226 -0.71631 0.00
H 5.02483 -1.87480 -2.25787 0.00
H -2.78105 -2.99400 -0.45208 0.00
C 1.67542 -1.65990 -1.97446 0.00
C 2.92934 -1.53513 -2.54569 0.00
H 4.71015 2.56632 3.93614 0.00
C 2.62085 -2.61239 0.01365 0.00
H -5.71981 -4.76922 2.11955 0.00
H 0.50326 -2.42304 -0.33931 0.00
C 0.94829 0.28339 2.70330 0.00
S 0.23586 -1.16959 -2.86559 0.00
H -2.83902 -2.01974 3.70318 0.00
C 2.10507 1.07484 2.36129 0.00
H -4.78014 -3.52794 4.03937 0.00
H 2.67076 1.23936 4.42997 0.00
H 3.90321 2.76214 -2.45213 0.00
O -1.30165 -1.19438 0.14046 0.02
H 5.22422 3.15178 1.56741 0.00
C -4.86787 -4.11665 1.97655 0.00
C 3.34143 2.23193 -1.68623 0.00
O 0.60415 -0.74904 -4.19208 0.00
C 4.35400 2.55557 1.81197 0.00
H 3.02026 -1.11477 -3.53851 0.00
C -3.22881 -3.12209 0.52525 0.00
C -4.34250 -3.41656 3.05570 0.00
C 2.39739 1.37494 1.01763 0.00
H 0.76569 0.05074 3.75069 0.00
C -1.58309 -1.47756 1.37650 0.00
O 3.98294 2.58447 -0.46080 0.00
H -3.96752 3.68745 -2.85757 0.00
C 3.56225 2.15112 0.75767 0.00
H -2.79585 3.69926 1.83399 0.00
O 1.64302 0.96946 0.02054 0.04
C -3.05742 3.45281 -0.27601 0.01
C 3.88574 -2.47093 -0.54169 0.00
C -2.64089 2.75107 -1.42906 0.00
C -1.17298 0.99811 -2.34665 -0.01
C -2.71144 -2.41440 1.60457 0.00
H -3.19253 2.28018 -4.73335 0.00
H 4.75750 -2.77801 0.02127 0.00
C -2.49230 3.17998 0.93698 0.00
C -1.75131 1.18265 -3.57955 0.02
C 2.93302 1.50312 3.41245 0.00
Fe 0.06501 0.05211 -0.06290 0.91
H -1.42918 0.59188 -4.42348 0.00
N -1.09026 1.52505 -0.03434 -0.03
H 2.50128 -3.04043 1.00036 0.00
C 4.05667 2.23657 3.14035 0.00
C -4.30504 -3.97687 0.71601 0.00
C -2.75800 2.16080 -3.74938 0.00
C -3.26166 -2.56977 2.87307 0.00
H -3.83826 4.19812 -0.36932 0.00
C 4.03759 -1.95471 -1.82151 0.00
H -1.02610 1.94612 1.96132 0.00
C -1.64226 1.78286 -1.26214 0.00
N -0.90955 -1.00878 2.38303 0.00
H 2.30040 2.54257 -1.71113 0.00
H -4.70658 -4.52950 -0.12334 0.00

---

66
Properties=species:S:1:pos:R:3:lowdin_spin:R:1 method="wB97M-V/def2-TZVPD" multiplicity=2 total_charge=-1 s_squared=0.76 max_force_ev_per_a=2.11 lumo_ev="1.401 / 1.277" e_above_lowest_kcal_mol=69.16 gap_ev="5.80 / 5.65"
H 1.71766 2.20233 -1.75456 0.00
C 1.50325 -2.05409 -3.49904 0.00
C -3.31512 0.90406 -1.41802 0.00
S 2.75734 0.06158 -0.28604 0.17
C 3.68734 -1.82847 1.43214 0.00
C 3.32320 1.91931 3.44802 0.00
S 5.06962 -2.48181 2.30934 0.00
Te -0.62591 1.63091 0.42485 -0.02
N 0.46828 -1.65569 -1.39009 0.07
H -1.72022 4.72340 -5.61536 0.00
C 1.15961 0.31302 3.75383 0.00
C -4.12657 -1.91610 3.37816 0.00
C 1.18907 -1.23764 -2.42778 0.00
C -4.34694 -2.68963 2.24738 0.00
C 2.58511 1.44570 2.37843 0.01
C -1.97318 3.35447 -3.97348 0.00
N 1.54597 0.62902 2.52810 0.11
C -2.50209 4.11674 -5.15884 0.00
C -2.79243 2.47821 -3.27491 0.00
H -3.95589 1.42834 -0.70564 0.00
H -4.91753 -1.77889 4.10534 0.00
C -2.37162 1.85923 -2.10259 0.00
H -2.72214 -0.71189 4.45989 0.00
H 1.25708 -4.02234 -4.32972 0.00
H -3.30624 4.78320 -4.84033 0.00
N -1.05273 -2.29801 0.60144 -0.01
H -3.79359 2.27174 -3.64220 0.00
H 2.82249 1.73717 1.36390 0.00
N -0.61526 -0.88038 2.72652 0.00
S 2.17932 -2.62504 1.60082 0.00
H 0.01142 4.14855 -4.09520 0.00
C -1.87083 -1.47694 2.65191 0.00
H 3.51304 1.88727 5.59105 0.00
C 1.03034 -3.35785 -3.50607 0.00
H -5.30730 -3.16534 2.09072 0.00
C -0.21549 2.93100 -2.35278 0.00
O 7.43052 -1.32352 2.08350 0.00
C 1.83175 0.74928 4.88603 0.00
H -2.91252 3.45017 -5.91981 0.00
O -1.49729 -4.36154 -0.32709 0.00
C -0.10013 -0.47369 3.89563 0.00
C -2.09610 -2.25075 1.51458 0.00
C 6.26888 -1.30884 1.76176 0.00
H 4.17614 2.55874 3.26867 0.00
H 1.51648 -0.20997 -2.41339 0.00
H -2.77164 0.14143 -0.86381 0.00
H 1.76134 3.70595 -2.69023 0.00
C 3.92308 -0.72739 0.68989 0.02
O -0.56537 -0.64393 5.01902 0.00
H -3.95454 0.41502 -2.15528 0.00
C 1.21130 3.15157 -1.92806 0.00
H 1.26027 3.70388 -0.98903 0.00
C -3.33861 -2.85404 1.31617 0.00
C -1.09562 2.14550 -1.59300 0.00
C 0.24159 -3.77752 -2.45127 0.00
H 1.44668 0.45614 5.85173 0.00
H -3.49877 -3.44555 0.42764 0.00
C -0.00282 -2.89714 -1.41099 0.00
C -0.91623 -3.28413 -0.29806 0.00
C 2.95003 1.54609 4.73184 0.00
C -0.67090 3.52534 -3.52545 0.00
S 5.56126 -0.07971 0.70644 0.01
Ir 0.52963 -0.80887 0.81346 0.62
H -0.19603 -4.76392 -2.40081 0.00
C -2.89894 -1.31169 3.58282 0.00
H 2.11751 -1.67206 -4.30211 0.00